{
  "formula": "C32H38F9N4O24S2",
  "method": "ωB97M-V/def2-TZVPD",
  "molar_mass_g_mol": 1097.8,
  "homo_ev": -10.498,
  "charge": 1,
  "symbols": ["C", "C", "C", "O", "C", "O", "C", "S", "C", "N", "N", "N", "C", "C", "O", "C", "C", "F", "F", "F", "N", "C", "C", "O", "O", "C", "O", "C", "S", "H", "H", "H", "H", "H", "H", "H", "H", "H", "H", "H", "H", "H", "H", "H", "H", "H", "H", "H", "H", "C", "C", "O", "C", "O", "O", "F", "H", "H", "H", "C", "C", "O", "C", "O", "O", "F", "H", "H", "H", "C", "C", "O", "C", "O", "O", "F", "H", "H", "H", "C", "C", "O", "C", "O", "O", "F", "H", "H", "H", "C", "C", "O", "C", "O", "O", "F", "H", "H", "H", "C", "C", "O", "C", "O", "O", "F", "H", "H", "H"],
  "coordinates": [[-5.717, 0.899, -2.905], [-4.765, -0.144, -3.465], [-3.318, 0.290, -3.412], [-2.948, 0.609, -2.055], [-2.246, -0.362, -1.445], [-2.555, -0.868, -0.414], [-0.920, -0.748, -2.119], [0.424, -0.088, -1.111], [0.526, -1.205, 0.206], [-0.118, -2.328, 0.452], [0.349, -2.798, 1.591], [1.243, -2.016, 2.031], [2.039, -2.141, 3.256], [1.901, -3.528, 3.861], [0.658, -3.693, 4.498], [0.709, -3.728, 5.905], [0.675, -2.317, 6.511], [1.899, -1.940, 6.971], [-0.170, -2.279, 7.571], [0.265, -1.384, 5.632], [1.396, -0.970, 1.193], [2.305, 0.126, 1.414], [1.744, 1.017, 2.544], [0.615, 1.396, 2.498], [-4.871, -1.395, -2.782], [-5.467, -2.382, -3.515], [-6.419, -2.964, -3.092], [-4.849, -2.779, -4.835], [-3.857, -4.288, -4.688], [-5.398, 1.871, -3.271], [-6.699, 0.715, -3.329], [-5.769, 0.868, -1.825], [-4.991, -0.227, -4.523], [-3.165, 1.162, -4.030], [-2.741, -0.534, -3.829], [-0.791, -0.278, -3.089], [-0.846, -1.821, -2.246], [3.091, -2.003, 3.007], [1.765, -1.349, 3.943], [2.751, -3.671, 4.519], [1.991, -4.250, 3.054], [-0.174, -4.254, 6.245], [1.585, -4.255, 6.274], [3.286, -0.262, 1.666], [2.411, 0.731, 0.522], [2.414, 1.229, 3.384], [-5.639, -2.947, -5.552], [-4.221, -1.995, -5.242], [-2.639, -3.741, -4.827], [7.528, -1.063, 2.084], [7.441, -2.239, 1.137], [6.654, -3.167, 1.883], [5.869, -2.455, 2.714], [4.928, -2.893, 3.304], [6.281, -1.174, 2.798], [8.645, -2.781, 0.882], [8.356, -1.170, 2.784], [7.604, -0.105, 1.580], [6.939, -2.026, 0.192], [-0.927, 1.580, 7.176], [-0.211, 2.830, 6.724], [-1.198, 3.489, 5.964], [-2.418, 3.114, 6.464], [-3.437, 3.661, 6.233], [-2.280, 2.026, 7.269], [0.858, 2.542, 5.927], [-0.857, 0.784, 6.434], [-0.574, 1.208, 8.135], [0.119, 3.484, 7.533], [1.797, -2.904, -4.661], [2.056, -1.650, -5.467], [0.781, -1.375, -6.015], [-0.147, -1.877, -5.165], [-1.301, -1.607, -5.178], [0.427, -2.728, -4.275], [2.939, -1.863, -6.468], [1.892, -3.800, -5.275], [2.437, -2.996, -3.788], [2.384, -0.790, -4.880], [4.380, 0.924, 6.725], [4.921, 0.430, 5.403], [5.907, 1.381, 5.092], [6.375, 1.887, 6.282], [7.368, 2.509, 6.399], [5.532, 1.551, 7.291], [3.967, 0.448, 4.416], [3.591, 1.667, 6.583], [4.013, 0.127, 7.366], [5.370, -0.564, 5.437], [-6.528, 4.228, -6.415], [-5.405, 3.772, -7.318], [-5.116, 2.480, -6.812], [-6.263, 1.995, -6.255], [-6.441, 0.863, -5.960], [-7.164, 2.988, -6.085], [-4.303, 4.554, -7.196], [-6.146, 4.693, -5.505], [-7.225, 4.905, -6.900], [-5.672, 3.694, -8.372], [-1.700, 4.158, -3.741], [-0.407, 4.673, -4.336], [0.411, 3.507, -4.333], [-0.417, 2.439, -4.423], [-0.090, 1.324, -4.673], [-1.695, 2.790, -4.180], [0.168, 5.619, -3.563], [-1.689, 4.191, -2.651], [-2.580, 4.678, -4.108], [-0.494, 5.048, -5.356]],
  "lowdin_charge": [0.002, -0.345, -0.104, 0.035, -0.540, 0.156, -0.328, 1.085, -0.546, 0.136, 0.168, -0.033, -0.050, -0.168, -0.093, -0.065, -0.551, 0.115, 0.135, 0.132, -0.009, -0.056, -0.203, 0.121, 0.034, -0.538, 0.148, -0.449, 0.781, 0.084, 0.087, 0.095, 0.119, 0.120, 0.108, 0.043, 0.098, 0.097, 0.121, 0.127, 0.137, 0.148, 0.144, 0.121, 0.116, 0.110, 0.085, 0.065, -0.177, -0.021, -0.303, 0.157, -0.545, 0.147, 0.059, 0.103, 0.153, 0.146, 0.175, -0.060, -0.311, 0.132, -0.536, 0.203, 0.079, 0.052, 0.127, 0.142, 0.175, -0.037, -0.310, 0.148, -0.555, 0.154, 0.053, 0.089, 0.149, 0.138, 0.173, -0.045, -0.304, 0.126, -0.533, 0.210, 0.086, 0.027, 0.140, 0.138, 0.169, -0.045, -0.308, 0.130, -0.544, 0.178, 0.083, 0.069, 0.143, 0.143, 0.176, -0.026, -0.298, 0.147, -0.539, 0.172, 0.051, 0.088, 0.150, 0.142, 0.178]
}

{
  "formula": "C23H27N3O7S",
  "method": "ωB97M-V/def2-TZVPD",
  "molar_mass_g_mol": 489.5,
  "homo_ev": -8.246,
  "charge": 0,
  "relative_energy_kcal_mol": 497.9,
  "symbols": ["O", "C", "N", "H", "C", "H", "C", "C", "H", "C", "H", "C", "H", "H", "O", "H", "H", "H", "H", "C", "N", "C", "O", "C", "N", "S", "O", "O", "C", "C", "C", "C", "C", "C", "H", "H", "H", "H", "H", "H", "H", "H", "C", "C", "C", "C", "C", "C", "C", "H", "O", "C", "O", "H", "H", "H", "H", "H", "H", "H", "H"],
  "coordinates": [[1.040, 0.106, 3.278], [0.684, -0.474, 2.219], [0.210, 0.251, 1.113], [-0.223, -0.377, 0.294], [-0.017, 1.422, 0.924], [0.324, 1.905, 2.056], [0.596, 2.047, 0.013], [2.133, 2.506, 0.015], [2.665, 2.540, -0.889], [2.106, 3.838, 0.745], [1.904, 4.019, 1.855], [0.688, 4.563, 0.021], [1.037, 5.049, -0.741], [0.154, 4.995, 0.918], [0.105, 3.393, -0.670], [2.871, 4.457, 0.654], [2.632, 1.589, 0.859], [0.514, 1.425, -0.907], [-0.993, 1.998, 0.948], [0.366, -1.950, 2.366], [0.153, -2.698, 0.913], [-1.114, -2.838, 0.586], [-1.142, -3.533, -0.489], [-2.305, -2.232, 1.225], [-3.242, -1.957, -0.228], [-2.700, -0.956, -1.146], [-1.340, -0.964, -1.115], [-3.361, -1.167, -2.408], [-3.618, 0.475, -0.389], [-4.671, 0.395, 0.307], [-5.279, 1.713, 0.646], [-4.739, 2.804, 0.287], [-3.512, 2.935, -0.314], [-2.977, 1.601, -0.820], [-2.080, 1.690, -1.376], [-3.042, 4.048, -0.520], [-5.140, 3.743, 0.603], [-6.202, 1.576, 1.541], [-5.152, -0.489, 0.456], [-3.487, -2.876, -0.386], [-2.567, -3.005, 1.996], [-2.175, -1.221, 1.700], [1.300, -3.252, 0.383], [2.189, -2.239, -0.192], [1.688, -1.366, -1.420], [2.685, -0.460, -1.936], [3.802, -0.175, -1.279], [4.297, -0.874, -0.139], [3.471, -1.653, 0.290], [3.674, -2.185, 1.324], [5.391, -0.148, 0.170], [5.686, 0.866, -0.763], [4.817, 0.959, -1.771], [6.683, 0.514, -1.115], [5.864, 1.719, -0.070], [2.229, 0.215, -2.596], [0.823, -1.765, -1.854], [0.972, -3.863, -0.393], [2.002, -3.697, 1.100], [1.457, -2.388, 3.007], [-0.362, -2.290, 2.852]],
  "lowdin_charge": [0.023, -0.363, 0.077, 0.164, -0.438, 0.223, -0.309, -0.082, 0.083, -0.118, 0.119, -0.086, 0.036, 0.121, -0.160, 0.028, 0.205, 0.157, 0.176, 0.064, -0.012, -0.487, -0.010, 0.067, -0.103, 0.498, -0.243, -0.238, -0.315, -0.059, -0.074, -0.212, 0.002, -0.034, 0.089, 0.167, 0.105, 0.188, 0.086, 0.090, 0.149, 0.130, -0.178, -0.070, 0.065, -0.026, -0.063, -0.288, -0.023, 0.163, 0.025, -0.290, 0.024, 0.141, 0.145, 0.108, 0.073, 0.115, 0.133, 0.227, 0.015]
}

| no. | F_max (eV/Å) | frontier orbital gap (eV) |
| --- | --- | --- |
| 1 | 1.353 | 7.315 |
| 2 | 18.809 | 8.385 |